Density functional theory data (the ωB97M-V functional and the def2-TZVPD basis) for a molecular structure, C49H43BiI2N5O8P2.

## Properties
Energy relative to the best compared isomer or geometry (same formula, charge and spin): 62.24 kcal per mole
Energy: -115961.5219 eV
Net charge: -1
HOMO: -5.124 eV
F_max: 1.31 eV/Å
LUMO level: 2.1 eV

Each line ends with the Löwdin charge.
Positions of all 110 atoms, in Å:
Bi  -0.2498  -0.0829  -0.4084  1.899
I  -6.6558  -4.2960  -2.8231  0.766
C  -5.2315  -3.0021  -1.9481  -0.736
C  -5.6713  -2.0038  -1.0970  -0.254
C  -4.7293  -1.1540  -0.5634  -0.602
I  -5.3469  0.4021  0.7078  0.925
C  -3.3350  -1.2149  -0.8358  -0.442
O  -2.5568  -0.3372  -0.2910  -0.351
C  -2.9367  -2.2772  -1.7043  -0.131
C  -1.5309  -2.3993  -2.2402  -0.157
N  -0.4305  -2.3440  -1.2572  -0.129
C  -0.3785  -3.4953  -0.3553  -0.126
C  -0.6871  -3.2136  1.0946  -0.268
C  -0.5920  -4.2531  2.0198  -0.017
C  -0.7807  -3.9775  3.3578  -0.062
C  -1.0996  -2.6803  3.7370  -0.051
C  -1.2008  -1.7207  2.7487  -0.130
N  -0.9909  -1.9775  1.4590  0.057
C  -3.8875  -3.1346  -2.2424  -0.128
H  -6.7207  -1.8934  -0.8643  0.073
H  -1.3731  -1.5587  -2.9141  0.104
H  -1.4479  -3.3243  -2.8220  0.127
H  0.4362  -2.3203  -1.8182  0.046
H  0.6308  -3.9125  -0.3749  0.128
H  -1.0712  -4.2664  -0.7084  0.135
H  -0.3399  -5.2518  1.6877  0.118
H  -0.6777  -4.7589  4.1000  0.104
H  -1.2460  -2.4162  4.7753  0.101
H  -1.4459  -0.6979  2.9895  0.051
H  -3.5623  -3.9048  -2.9314  0.095
C  4.4281  -1.6871  0.2479  -0.008
C  3.3518  -1.8140  1.3180  -0.528
C  3.9489  -2.3285  2.6286  -0.023
O  2.3310  -2.6992  0.8911  -0.044
C  2.6955  -0.4204  1.6279  -0.591
O  3.4380  0.4915  1.9664  0.045
O  1.4062  -0.3998  1.5643  -0.236
H  5.0182  -2.6049  0.1934  0.080
H  5.0778  -0.8441  0.4816  0.087
H  3.9656  -1.5203  -0.7217  0.065
H  4.4436  -3.2880  2.4633  0.077
H  3.1513  -2.4596  3.3623  0.085
H  4.6714  -1.6082  3.0115  0.083
H  1.5384  -2.1490  1.0353  0.033
N  -1.0471  3.0266  0.9743  -0.388
P  -0.8577  1.7418  2.1207  0.955
C  -2.0501  2.4662  3.3386  -0.341
C  -3.1779  1.7452  3.7129  -0.122
C  -4.1086  2.2927  4.5869  -0.090
C  -3.9163  3.5669  5.0950  -0.098
C  -2.7880  4.2925  4.7326  -0.087
C  -1.8599  3.7431  3.8646  -0.095
C  0.6649  2.1859  3.0395  -0.379
C  1.5848  3.1167  2.5818  -0.090
C  2.7051  3.4205  3.3412  -0.081
C  2.9211  2.7784  4.5471  -0.095
C  2.0259  1.8135  4.9889  -0.084
C  0.8991  1.5233  4.2424  -0.101
P  -0.2483  2.9111  -0.5444  0.928
C  0.2075  4.6785  -0.8136  -0.335
C  -0.7709  5.6441  -1.0435  -0.088
C  -0.4065  6.9535  -1.3156  -0.088
C  0.9352  7.3093  -1.3568  -0.097
C  1.9128  6.3548  -1.1216  -0.084
C  1.5523  5.0411  -0.8534  -0.091
C  -1.6224  2.8229  -1.7257  -0.370
C  -2.9063  2.5858  -1.4550  -0.099
C  -3.8497  2.2529  -2.5179  -0.072
C  -3.4844  2.1538  -3.7955  -0.017
C  -2.0634  2.3613  -4.2356  -0.264
C  -1.0808  2.6393  -3.1049  -0.218
H  -1.0481  3.9553  1.3801  0.047
H  -3.3416  0.7545  3.3065  0.059
H  -4.9915  1.7278  4.8587  0.101
H  -4.6409  3.9988  5.7739  0.097
H  -2.6311  5.2893  5.1258  0.099
H  -0.9718  4.3061  3.5979  0.104
H  1.4396  3.5971  1.6229  0.073
H  3.4150  4.1561  2.9845  0.102
H  3.7963  3.0145  5.1395  0.096
H  2.2179  1.2874  5.9163  0.098
H  0.1933  0.7732  4.5848  0.102
H  -1.8166  5.3617  -1.0220  0.105
H  -1.1713  7.6958  -1.5077  0.099
H  1.2176  8.3290  -1.5876  0.097
H  2.9593  6.6310  -1.1578  0.101
H  2.3002  4.2762  -0.6868  0.086
H  -3.2630  2.6309  -0.4333  0.067
H  -4.8781  2.0690  -2.2284  0.084
H  -4.1926  1.8912  -4.5728  0.104
H  -2.0229  3.0465  -5.0892  0.138
H  -0.3017  3.3682  -3.3428  0.140
O  1.6591  -2.0874  -2.9406  0.056
C  2.1364  -0.9829  -2.7165  -0.425
N  1.8243  -0.1809  -1.6524  0.010
C  2.5522  0.9880  -1.7366  -0.459
O  2.5280  1.9107  -0.9492  0.019
C  3.3866  0.9376  -2.9777  -0.084
C  4.2139  1.8738  -3.5567  -0.002
C  4.8388  1.5272  -4.7523  -0.082
C  4.6359  0.2796  -5.3276  -0.082
C  3.7799  -0.6512  -4.7422  -0.002
C  3.1562  -0.2922  -3.5677  -0.083
H  4.3512  2.8456  -3.1001  0.115
H  5.4870  2.2403  -5.2463  0.097
H  5.1432  0.0296  -6.2509  0.097
H  3.5962  -1.6138  -5.2005  0.116
O  -1.3687  1.1404  -4.5450  -0.047
N  -0.4861  1.2534  -3.3652  -0.101
O  -0.9397  0.3226  -2.4678  -0.423

Density functional theory data (the ωB97M-V functional and the def2-TZVPD basis) for a molecular structure, C49H43ClF9FeN2O4P3S.

## Properties
Energy: -172749.8623 eV
Net charge: +1
HOMO (spin up / spin down): -10.675 / -10.693 eV
Spin multiplicity: 6
F_max: 0.83 eV/Å
Expectation value of S²: 8.762
LUMO level (spin up / spin down): -2.7 / -3.7 eV

Each line ends with the Löwdin charge.
Positions of all 113 atoms, in Å:
Fe  -0.7867  -0.5873  1.1218  0.763
O  2.9532  -0.2327  2.2516  -0.248
S  1.7765  -1.0488  2.2377  0.614
O  1.2627  -1.4966  0.9165  -0.450
N  0.4551  -0.4021  2.8077  -0.214
C  0.2978  0.6080  3.7495  -0.245
C  1.2324  1.1380  4.6057  -0.006
C  0.8652  2.1612  5.5065  -0.051
C  -0.4123  2.6490  5.5474  -0.024
C  -1.3901  2.1271  4.6635  -0.139
C  -2.7245  2.5906  4.6094  0.019
C  -3.5939  2.0445  3.7070  -0.014
C  -3.1314  1.0225  2.8530  -0.133
N  -1.9062  0.5631  2.8813  0.029
C  -1.0314  1.1050  3.7688  -0.165
C  2.1275  -2.5388  3.1279  -0.282
C  2.1210  -3.7577  2.4687  -0.070
C  2.4003  -4.9172  3.1801  -0.058
C  2.6789  -4.8501  4.5348  -0.058
C  2.6897  -3.6235  5.1863  -0.055
C  2.4202  -2.4614  4.4845  -0.059
H  2.2608  0.8111  4.5655  0.104
H  1.6204  2.5634  6.1668  0.114
H  -0.6889  3.4352  6.2358  0.117
H  -3.0385  3.3794  5.2803  0.127
H  -4.6171  2.3831  3.6288  0.114
H  -3.7934  0.5841  2.1131  0.110
H  1.9105  -3.7941  1.4097  0.099
H  2.4076  -5.8707  2.6715  0.113
H  2.8979  -5.7535  5.0852  0.113
H  2.9164  -3.5726  6.2412  0.115
H  2.4339  -1.5077  4.9894  0.108
C  -3.7368  -2.1265  2.7845  -0.228
P  -1.9224  -2.2688  2.6751  0.874
C  -1.3957  -2.5230  4.3906  -0.206
C  -1.6880  -3.9082  1.8834  -0.380
C  -2.1890  -3.8402  0.4439  -0.379
P  -1.4163  -2.4488  -0.4878  0.879
C  -2.6079  -2.1001  -1.8061  -0.218
C  -0.0013  -3.2192  -1.3387  -0.226
H  -4.1692  -3.0806  3.0921  0.062
H  -4.1642  -1.8257  1.8297  0.046
H  -3.9951  -1.3681  3.5233  0.044
H  -2.0156  -3.3039  4.8365  0.062
H  -1.5038  -1.6049  4.9666  0.053
H  -0.3486  -2.8281  4.4137  0.034
H  -2.2087  -4.6816  2.4549  0.096
H  -0.6193  -4.1429  1.9164  0.071
H  -3.2708  -3.6880  0.4220  0.081
H  -1.9886  -4.7689  -0.0955  0.092
H  -2.8546  -3.0274  -2.3276  0.067
H  -2.1782  -1.3897  -2.5106  0.024
H  -3.5074  -1.6582  -1.3834  0.049
H  -0.2348  -4.2456  -1.6263  0.060
H  0.8773  -3.1975  -0.6993  0.014
H  0.2205  -2.6442  -2.2376  0.020
Cl  -3.6871  6.3263  -2.6282  0.711
C  -3.1494  4.9057  -1.8055  -0.650
C  -3.9433  3.7642  -1.8385  -0.086
C  -3.5044  2.6248  -1.1908  -0.014
C  -2.2840  2.6328  -0.5188  -0.156
C  -1.5017  3.7841  -0.4918  0.004
C  -1.9350  4.9297  -1.1334  -0.074
C  -1.7728  1.4061  0.1130  -0.577
O  -0.6207  1.3976  0.6473  -0.071
O  -2.4466  0.3197  0.1311  -0.116
H  -4.8849  3.7804  -2.3663  0.111
H  -4.0981  1.7207  -1.2058  0.124
H  -0.5492  3.7696  0.0205  0.118
H  -1.3404  5.8312  -1.1220  0.111
F  6.2905  -2.4440  -5.1341  0.146
C  6.4217  -1.8785  -3.9192  -0.586
F  7.3067  -0.8759  -4.0497  0.150
F  6.9711  -2.7961  -3.1105  0.141
C  5.0957  -1.3799  -3.4053  -0.109
C  4.5393  -1.8977  -2.2503  0.007
C  3.3061  -1.4265  -1.8137  -0.069
C  2.6367  -0.4416  -2.5250  -0.351
C  3.2162  0.0816  -3.6849  -0.061
C  4.4370  -0.3862  -4.1265  0.006
P  1.0383  0.1766  -1.8809  1.132
C  1.4309  1.9554  -1.6653  -0.344
C  2.0412  2.3107  -0.4607  -0.074
C  2.3574  3.6290  -0.1967  0.003
C  2.0518  4.6112  -1.1339  -0.123
C  1.4638  4.2717  -2.3410  -0.003
C  1.1612  2.9426  -2.6058  -0.071
C  2.3148  6.0512  -0.7863  -0.582
F  1.4079  6.4998  0.1136  0.131
F  3.5244  6.2250  -0.2313  0.149
F  2.2385  6.8594  -1.8524  0.145
C  -0.0464  0.1494  -3.3537  -0.369
C  -1.1566  0.9968  -3.4063  -0.093
C  -2.1273  0.8363  -4.3760  0.004
C  -2.0123  -0.1904  -5.3064  -0.119
C  -0.9134  -1.0324  -5.2807  0.004
C  0.0651  -0.8595  -4.3104  -0.085
C  -3.0951  -0.3587  -6.3378  -0.585
F  -3.0659  0.6239  -7.2539  0.153
F  -4.3164  -0.3231  -5.7670  0.138
F  -2.9961  -1.5237  -6.9943  0.144
H  5.0619  -2.6604  -1.6909  0.123
H  2.8713  -1.8183  -0.9044  0.077
H  2.7095  0.8595  -4.2422  0.115
H  4.8864  0.0179  -5.0243  0.131
H  2.2669  1.5537  0.2808  0.097
H  2.8306  3.8991  0.7380  0.131
H  1.2422  5.0358  -3.0729  0.127
H  0.7027  2.6914  -3.5531  0.105
H  -1.2645  1.7956  -2.6861  0.089
H  -2.9781  1.5041  -4.4056  0.128
H  -0.8171  -1.8195  -6.0148  0.126
H  0.9241  -1.5185  -4.3062  0.108

Q: Number 2 is which compound?
A: C49H43ClF9FeN2O4P3S

Q: Which formula does entry 2 have?
A: C49H43ClF9FeN2O4P3S

Q: Which of these has the lowest F_max?
A: C49H43ClF9FeN2O4P3S

Q: Among the records above, which one has the highest energy?
A: C49H43BiI2N5O8P2